(1)
{"formula": "C19H15N3OReTe", "method": "ωB97M-V/def2-TZVPD", "gap_ev": [6.145, 6.133], "e_tot_ev": -35882.2186, "charge": 1, "species": ["Re", "Te", "O", "N", "N", "N", "C", "C", "C", "C", "C", "C", "C", "C", "C", "C", "C", "C", "C", "C", "C", "C", "C", "C", "C", "H", "H", "H", "H", "H", "H", "H", "H", "H", "H", "H", "H", "H", "H", "H"], "positions_angstrom": [[0.01, 0.04, -0.14], [2.42, 0.03, 0.28], [-2.30, -1.16, 3.12], [-0.55, 2.07, 0.08], [-0.63, -1.97, 0.11], [-1.17, 0.08, 1.55], [-0.76, 4.31, -0.73], [-0.36, -2.97, -0.75], [-1.37, 1.34, 2.23], [-0.31, 0.00, -3.29], [-1.36, -2.23, 1.20], [-0.79, -4.26, -0.52], [-1.62, 0.00, -3.80], [0.78, -0.01, -4.16], [-1.53, -4.53, 0.62], [-1.68, -1.05, 2.08], [-0.08, 0.02, -1.88], [-1.61, 3.72, 1.42], [-1.18, 2.42, 1.22], [-1.82, -3.50, 1.50], [0.57, -0.02, -5.53], [-1.40, 4.68, 0.45], [-0.73, -0.02, -6.03], [-1.82, -0.01, -5.17], [-0.35, 3.00, -0.88], [-2.40, -3.64, 2.40], [-2.82, -0.02, -5.57], [-0.89, -0.04, -7.10], [-2.36, 1.40, 2.69], [-2.12, 3.97, 2.35], [1.79, -0.01, -3.76], [0.15, 2.66, -1.78], [-0.62, 1.47, 3.02], [-1.88, -5.53, 0.82], [-0.58, 5.02, -1.52], [0.23, -2.71, -1.62], [-1.73, 5.69, 0.59], [-2.46, 0.01, -3.12], [-0.55, -5.03, -1.23], [1.41, -0.03, -6.21]]}


(2)
{"formula": "C6H12O", "method": "ωB97M-V/def2-TZVPD", "gap_ev": 10.542, "e_tot_ev": -8461.7841, "de_lowest_ev": 2.570, "species": ["O", "C", "C", "C", "C", "C", "C", "H", "H", "H", "H", "H", "H", "H", "H", "H", "H", "H", "H"], "positions_angstrom": [[-2.82, 0.04, -1.01], [1.47, -0.43, 0.17], [-2.47, 0.55, 0.25], [-1.06, -0.05, 0.20], [-1.62, -0.78, -1.05], [2.87, 0.20, 0.18], [0.33, 0.61, 0.17], [3.02, 0.81, 1.08], [-1.11, -0.69, -2.02], [-2.73, 1.60, 0.44], [-2.97, -0.10, 1.16], [3.65, -0.56, 0.16], [3.02, 0.86, -0.68], [-1.38, -0.60, 1.11], [-1.87, -1.83, -0.87], [1.38, -1.07, -0.71], [1.36, -1.08, 1.04], [0.44, 1.24, 1.07], [0.49, 1.28, -0.69]]}


(3)
{"formula": "C31H47ClEuO2P2", "method": "ωB97M-V/def2-TZVPD", "gap_ev": [4.598, 7.013], "s2": 12.0576, "e_tot_ev": -87427.7403, "charge": 1, "multiplicity": 7, "species": ["Eu", "Cl", "P", "P", "O", "O", "C", "C", "C", "C", "C", "C", "C", "C", "C", "C", "C", "C", "C", "C", "C", "C", "C", "C", "C", "C", "C", "C", "C", "C", "C", "C", "C", "C", "C", "C", "C", "H", "H", "H", "H", "H", "H", "H", "H", "H", "H", "H", "H", "H", "H", "H", "H", "H", "H", "H", "H", "H", "H", "H", "H", "H", "H", "H", "H", "H", "H", "H", "H", "H", "H", "H", "H", "H", "H", "H", "H", "H", "H", "H", "H", "H", "H", "H"], "positions_angstrom": [[-0.72, -0.05, 1.30], [-1.03, 5.75, 7.79], [-0.89, -0.77, -1.36], [1.98, 0.58, -0.10], [-0.04, 2.10, 2.21], [-1.94, 1.20, 2.96], [0.65, -1.39, 3.85], [-0.94, -1.80, -6.29], [0.16, 4.49, 5.71], [-1.05, 4.78, 6.37], [1.14, 0.66, -4.95], [0.00, 0.59, -2.20], [1.49, -1.96, 2.86], [-1.05, 3.10, 4.14], [-1.79, -3.55, 2.01], [-1.85, -1.05, -5.36], [0.95, 1.48, -1.38], [-1.12, 1.27, -6.02], [-1.02, -2.19, -2.46], [2.79, 1.98, 0.74], [-2.26, 4.29, 5.87], [-2.26, 3.44, 4.76], [0.23, 1.75, -5.44], [-0.63, -2.76, 2.52], [-1.83, -1.64, 4.53], [-1.03, 2.10, 3.04], [-2.60, -0.08, -1.21], [-0.67, -1.90, 3.66], [-1.86, 0.28, -5.18], [3.35, -0.13, -1.08], [1.16, -0.61, -5.40], [0.15, 3.68, 4.57], [0.70, -2.81, 2.04], [2.96, -1.74, 2.76], [0.43, -1.14, -6.59], [1.05, -0.48, 4.94], [1.22, -3.67, 0.95], [1.09, -0.99, 5.92], [0.77, 2.33, -6.21], [-2.73, -2.12, 4.13], [-2.06, -4.37, 2.69], [3.77, 0.62, -1.76], [1.94, 0.99, -4.26], [0.57, 0.07, -2.98], [0.35, 0.36, 5.05], [-3.19, 3.03, 4.38], [3.50, -2.29, 3.54], [-0.06, -2.73, -2.47], [-2.65, -1.66, -4.91], [-2.63, 0.86, -0.62], [-1.56, -3.99, 1.03], [2.01, -3.16, 0.38], [1.68, 1.97, -2.04], [1.07, -1.93, -7.02], [-2.99, 0.13, -2.21], [-0.74, -2.81, -5.89], [-1.47, -1.96, -7.25], [-2.68, -2.92, 1.89], [0.40, 2.27, -0.85], [3.36, 2.60, 0.03], [1.85, -1.33, -4.95], [2.05, -0.06, 4.75], [-2.02, -0.56, 4.62], [1.65, -4.60, 1.35], [-1.77, 2.17, -6.10], [-0.74, 1.22, -2.72], [3.47, 1.58, 1.50], [-3.19, 4.57, 6.37], [1.07, 3.48, 4.04], [0.31, -0.38, -7.38], [3.34, -2.07, 1.79], [2.04, 2.59, 1.26], [-0.97, 0.90, -7.05], [-1.27, -1.87, -3.47], [2.99, -0.99, -1.66], [1.09, 4.91, 6.09], [3.21, -0.68, 2.87], [-1.81, -2.87, -2.09], [0.43, -3.94, 0.24], [4.14, -0.49, -0.40], [0.02, 2.45, -4.61], [-3.25, -0.82, -0.71], [-2.57, 0.73, -4.46], [-1.66, -2.05, 5.55]]}